Molecular formula: C25H30BrF5N4OS4SbTi
Method: DFT, ωB97M-V/def2-TZVPD

⟨S²⟩ ... 2.023
Multiplicity ... 3
Energy above the lowest of the compared OMol25 structures with the same formula, charge and spin ... 0.0 kJ/mol
HOMO-LUMO gap (alpha / beta) ... 4.78 / 6.82 eV
Net charge ... -1
Strongest force on any atom ... 0.016 hartree/bohr

Last column: Mulliken spin population.
Positions of all 72 atoms, in Å:
Ti1 -0.18 -1.38 -1.00  1.14
S1 1.06 0.61 -1.58  -0.03
C1 0.39 0.87 -3.19  0.01
C2 0.27 2.17 -3.68  0.01
C3 -0.26 2.42 -4.93  0.00
C4 -0.36 3.77 -5.40  0.00
N1 -0.44 4.86 -5.76  0.00
C5 -0.67 1.34 -5.72  -0.01
C6 -0.56 0.05 -5.24  0.01
C7 -0.04 -0.22 -3.97  0.00
S2 0.07 -1.86 -3.40  -0.01
C8 -1.23 1.55 -7.03  0.00
N2 -1.68 1.70 -8.08  0.00
H1 0.60 3.00 -3.06  0.00
H2 -0.89 -0.78 -5.86  0.00
C9 5.70 0.01 0.52  0.00
C10 4.46 -0.84 0.27  0.00
Sb1 2.65 -0.39 1.34  0.01
C11 3.01 1.70 1.73  0.00
C12 3.94 2.07 2.88  0.00
C13 3.13 -1.19 3.29  0.00
C14 4.59 -1.53 3.58  0.00
H3 6.51 -0.28 -0.16  0.00
H4 6.07 -0.10 1.54  0.00
H5 5.51 1.07 0.35  0.00
H6 4.66 -1.90 0.44  0.00
H7 4.15 -0.77 -0.78  0.00
H8 2.03 2.15 1.88  0.00
H9 3.38 2.11 0.78  0.00
H10 3.57 1.69 3.83  0.00
H11 4.05 3.15 2.98  0.00
H12 4.95 1.66 2.74  0.00
H13 2.51 -2.08 3.40  0.00
H14 2.76 -0.46 4.02  0.00
H15 5.02 -2.17 2.81  0.00
H16 4.70 -2.05 4.53  0.00
H17 5.21 -0.63 3.63  0.00
C15 -1.34 -0.94 2.30  0.01
O1 -0.80 -0.50 1.06  -0.04
H18 -1.20 -0.18 3.07  0.00
H19 -0.83 -1.85 2.60  0.00
H20 -2.41 -1.16 2.20  0.00
H21 -0.79 0.48 1.05  0.01
Br1 -2.75 -3.55 -1.96  0.02
C16 -3.17 -1.72 -1.76  0.20
C17 -4.45 -1.32 -2.02  -0.12
C18 -4.79 0.05 -1.94  0.44
C19 -3.74 0.93 -1.63  -0.14
C20 -2.49 0.47 -1.36  0.27
N3 -2.14 -0.89 -1.38  0.15
H22 -5.18 -2.06 -2.30  0.00
H23 -5.79 0.40 -2.17  0.05
H24 -3.90 2.00 -1.63  -0.01
H25 -1.67 1.15 -1.14  -0.01
F1 0.70 -4.34 -1.54  0.00
C21 0.83 -3.33 -0.62  -0.02
F2 2.19 -3.27 -0.34  0.00
C22 0.18 -3.88 0.67  0.01
F3 -1.08 -3.36 0.73  0.01
F4 0.04 -5.21 0.74  0.00
F5 0.81 -3.48 1.78  0.00
S3 -1.25 2.68 1.77  0.00
C23 -2.72 2.11 2.30  0.00
N4 -3.66 1.52 1.55  -0.01
C24 -4.74 0.85 2.25  0.01
C25 -4.91 1.62 3.56  0.00
S4 -3.24 2.23 3.96  0.00
H26 -3.39 1.19 0.62  0.02
H27 -4.47 -0.20 2.44  0.00
H28 -5.64 0.86 1.65  -0.01
H29 -5.27 0.98 4.36  0.00
H30 -5.58 2.46 3.44  0.00